[1]
Below is a single C5H7N molecule, with properties calculated with ωB97M-V/def2-TZVPD.

Calculated values
- charge = 0
- HOMO-LUMO gap (spin up / spin down) (eV) = 7.6 / 7.6
- E_tot (eV) = -6782.22125
- 2S+1 = 1
- LUMO level (spin up / spin down) (eV) = -0.224 / -0.224
- relative energy (zero: lowest compared OMol25 entry of this formula, charge and spin) (kJ/mol) = 607.0
- maximum force (eV Å⁻¹) = 0.38

Element x y z (Å)
C  -2.82  -0.02  0.26
C  -1.43  0.02  0.22
C  -0.20  -0.38  0.24
C  0.97  -0.16  -0.57
C  2.16  0.39  0.17
N  2.17  -0.98  -0.27
H  -1.77  0.99  -0.36
H  -3.37  0.83  0.65
H  -3.39  -0.87  -0.11
H  0.89  0.08  -1.63
H  2.02  0.62  1.23
H  2.82  1.06  -0.37
H  1.94  -1.59  0.52

[2]
Below is a single C6H12O molecule at a distorted geometry, with properties calculated with ωB97M-V/def2-TZVPD.

Calculated values
- charge = 0
- HOMO-LUMO gap (eV) = 9.4
- E_tot (eV) = -8460.55823
- 2S+1 = 1
- LUMO level (eV) = 0.856
- relative energy (zero: lowest compared OMol25 entry of this formula, charge and spin) (kJ/mol) = 366.2
- structure (SMILES) = C=CCCCCO
- maximum force (eV Å⁻¹) = 3.61

Element x y z (Å)
C  0.43  1.38  1.20
C  1.57  1.09  0.47
C  1.66  0.29  -0.85
C  0.23  -0.11  -1.21
C  -0.47  -1.38  -0.51
C  -1.47  -0.92  0.66
O  -2.25  0.19  0.32
H  -0.55  1.53  0.73
H  0.52  1.41  2.31
H  2.58  1.51  0.84
H  2.16  1.09  -1.60
H  2.51  -0.61  -0.79
H  -0.45  0.73  -0.93
H  0.12  -0.11  -2.28
H  -1.19  -1.87  -1.22
H  0.39  -2.09  -0.50
H  -2.18  -1.71  0.80
H  -0.70  -0.74  1.49
H  -2.91  0.31  1.06

[3]
Below is 4 unconnected molecules or ions with the total composition C2H11NO4 at a distorted geometry, with properties calculated with ωB97M-V/def2-TZVPD.

Calculated values
- charge = 0
- HOMO-LUMO gap (eV) = 4.6
- E_tot (eV) = -11924.30956
- 2S+1 = 1
- LUMO level (eV) = -5.036
- relative energy (zero: lowest compared OMol25 entry of this formula, charge and spin) (kJ/mol) = 911.6
- maximum force (eV Å⁻¹) = 3.21

Element x y z (Å)
O  -1.75  1.28  0.21
C  -0.55  0.88  0.71
C  0.03  -0.53  0.33
N  -0.94  -1.42  0.72
H  0.20  1.72  0.40
H  0.94  -0.52  0.94
H  -0.64  0.99  1.81
H  -1.72  -1.38  0.01
H  -0.57  -2.35  0.77
H  0.32  -0.55  -0.72
H  2.79  1.62  1.09
O  2.05  1.19  0.65
H  -1.99  0.73  -0.62
H  -2.49  -0.49  -2.34
O  -2.20  -0.53  -1.42
H  3.36  -0.64  -1.54
H  2.51  0.02  -0.37
O  2.78  -0.82  -0.79

[4]
Below is 2 unconnected molecules or ions with the total composition C21H26Cl2NO2 at a distorted geometry, with properties calculated with ωB97M-V/def2-TZVPD.

Calculated values
- charge = +1
- HOMO-LUMO gap (eV) = 6.4
- E_tot (eV) = -52820.38343
- 2S+1 = 1
- LUMO level (eV) = -5.115
- maximum force (eV Å⁻¹) = 1.27

Element x y z (Å)
Cl  -6.53  1.19  2.20
C  -4.98  0.49  2.40
C  -4.84  -0.90  2.38
C  -3.59  -1.47  2.61
C  -2.45  -0.66  2.84
C  -1.16  -1.26  3.09
C  0.05  -0.58  2.88
C  1.28  -1.23  2.87
C  2.54  -0.61  2.61
C  3.70  -1.42  2.46
C  4.94  -0.87  2.18
C  5.07  0.52  2.05
Cl  6.59  1.21  1.68
C  3.95  1.35  2.21
C  2.70  0.79  2.49
C  -2.61  0.75  2.77
C  -3.86  1.32  2.56
H  -5.70  -1.53  2.20
H  -3.46  -2.55  2.56
H  -1.13  -2.35  3.18
H  0.01  0.49  2.68
H  1.27  -2.31  3.02
H  3.60  -2.50  2.57
H  5.82  -1.50  2.05
H  4.06  2.43  2.10
H  1.84  1.44  2.63
H  -1.74  1.40  2.88
H  -3.98  2.40  2.53
C  -1.97  -1.58  9.45
O  -1.57  -2.00  8.16
C  -0.80  -1.03  7.47
C  -0.28  -1.64  6.17
N  -1.31  -2.27  5.35
C  -1.42  -3.72  5.57
C  -2.87  -4.18  5.57
O  -3.71  -3.11  5.14
C  -5.09  -3.43  5.20
H  -2.48  -2.43  9.91
H  -1.11  -1.29  10.09
H  -2.66  -0.72  9.42
H  -1.43  -0.15  7.23
H  0.08  -0.73  8.07
H  0.19  -0.85  5.58
H  0.48  -2.40  6.39
H  -2.23  -1.84  5.48
H  -0.88  -4.24  4.76
H  -0.96  -3.97  6.53
H  -2.97  -5.03  4.87
H  -3.15  -4.49  6.59
H  -5.62  -2.51  4.93
H  -5.36  -4.22  4.48
H  -5.41  -3.76  6.20